{"formula": "CH4N2O2", "method": "ωB97M-V/def2-TZVPD", "relative_energy_kj_mol": 245.93, "lumo_ev": 0.887, "smiles": "N#[N+][O-].CO", "homo_energy_ev": -10.013, "orbital_gap_ev": 10.90, "spin_multiplicity": 1, "symbols": ["C", "N", "N", "O", "O", "H", "H", "H", "H"], "xyz": [[1.42349, 0.18333, -0.50926], [-3.04104, -1.52323, 0.70967], [-2.74032, -0.58335, 0.20801], [-2.40475, 0.40471, -0.30571], [0.65732, 0.09684, 0.67842], [1.58316, 1.26754, -0.69850], [1.10222, -0.60404, -1.28057], [2.45038, -0.01699, -0.08165], [0.96955, 0.77518, 1.27958]], "atomic_forces_ev_per_a": [[2.3299, 0.0154, 1.5855], [-0.4116, -1.0848, 0.5304], [0.1131, -0.2550, 0.2459], [0.3234, 1.3728, -0.7962], [-1.4827, -0.4722, 0.1356], [-0.8632, -0.7047, -1.3906], [0.3949, 1.8037, 1.0699], [-0.3695, -0.6771, -1.4115], [-0.0343, 0.0020, 0.0310]], "mulliken_charge": [-0.513, -0.323, 0.812, -0.490, -0.482, 0.241, 0.217, 0.250, 0.289]}

{"formula": "C30H30IrN3O5Se2Te3", "method": "ωB97M-V/def2-TZVPD", "relative_energy_kj_mol": 0.00, "lumo_ev": [2.042, 0.432], "charge": -1, "homo_energy_ev": [-4.142, -5.080], "s_squared": 8.79, "orbital_gap_ev": [6.18, 5.51], "spin_multiplicity": 6, "symbols": ["Ir", "Se", "Te", "Te", "Se", "O", "C", "O", "C", "C", "N", "N", "C", "C", "O", "O", "H", "H", "H", "C", "C", "C", "C", "C", "C", "Te", "N", "C", "O", "C", "C", "C", "C", "C", "C", "C", "C", "C", "C", "C", "C", "C", "C", "C", "C", "C", "C", "H", "H", "H", "H", "H", "H", "H", "H", "H", "H", "H", "H", "H", "H", "H", "H", "H", "H", "H", "H", "H", "H", "H", "H", "H", "H", "H"], "xyz": [[-0.17585, -0.57575, 0.11473], [1.61198, -0.96906, -1.77534], [1.80403, -3.42512, -1.81774], [2.62604, -4.20267, 0.57196], [-0.28965, -2.54272, 1.35592], [2.69324, 4.17388, 2.17886], [3.27714, 3.07030, 2.59595], [4.24268, 3.07432, 3.32709], [2.69006, 1.78269, 2.13281], [3.16697, 0.54424, 2.50037], [2.36678, -0.37460, 1.93772], [1.39751, 0.19808, 1.23762], [1.56967, 1.50103, 1.32103], [0.61522, 2.33788, 0.52423], [0.66565, 3.57248, 0.64275], [-0.17154, 1.68257, -0.22966], [1.89620, 3.98492, 1.58813], [4.02364, 0.28407, 3.10192], [2.40111, -1.38522, 1.98040], [-9.07861, 3.67064, -0.27968], [-7.70729, 3.04417, -0.33074], [-7.19720, 2.52055, -1.50821], [-5.93562, 1.92997, -1.56282], [-5.43265, 1.43010, -2.89495], [-5.16267, 1.83702, -0.39553], [-3.16999, 0.96058, -0.46884], [-1.61024, -1.00340, -1.14897], [-1.77134, -2.07666, -1.92539], [-1.25328, -3.18181, -1.66833], [-2.53733, -1.98333, -3.22976], [-2.86213, -0.77499, -3.83635], [-3.51077, -0.74957, -5.06507], [-3.81626, -1.93623, -5.71712], [-3.46494, -3.14792, -5.13395], [-2.82967, -3.16892, -3.89920], [-3.70304, -0.49675, 0.99923], [-3.06520, -0.49798, 2.24448], [-2.05359, 0.53134, 2.69184], [-3.35895, -1.51877, 3.15041], [-4.25245, -2.52995, 2.85430], [-4.52753, -3.64855, 3.82844], [-4.88784, -2.50101, 1.61491], [-4.63245, -1.50831, 0.67869], [-5.36700, -1.56056, -0.63662], [-5.64899, 2.40683, 0.79673], [-4.84264, 2.43040, 2.07098], [-6.91062, 2.99305, 0.80477], [-9.58027, 3.59673, -1.24475], [-9.01531, 4.72750, -0.00947], [-9.70295, 3.17756, 0.46852], [-7.79130, 2.57339, -2.41602], [-6.19180, 1.55382, -3.66879], [-5.16442, 0.37568, -2.84633], [-4.54089, 1.98276, -3.20386], [-2.57642, 0.14658, -3.35753], [-3.77275, 0.20025, -5.51784], [-4.31041, -1.91795, -6.68257], [-3.68167, -4.07974, -5.64386], [-2.54445, -4.10185, -3.43098], [-1.69801, 1.15258, 1.87258], [-1.19506, 0.03227, 3.14301], [-2.48395, 1.19528, 3.44725], [-2.84838, -1.52520, 4.11114], [-3.83226, -3.61899, 4.66869], [-4.42338, -4.61771, 3.33548], [-5.54492, -3.58417, 4.22188], [-5.59102, -3.29202, 1.36068], [-5.88887, -2.51212, -0.74703], [-4.67750, -1.45928, -1.47125], [-6.10290, -0.75425, -0.69945], [-3.81357, 2.73375, 1.87430], [-4.81422, 1.44099, 2.53078], [-5.27546, 3.12947, 2.78899], [-7.27627, 3.43454, 1.72851]], "atomic_forces_ev_per_a": [[-0.2098, -0.0862, 0.1549], [-0.0630, 0.0199, -0.0339], [0.1845, -0.1720, 0.4154], [-0.0182, 0.0962, -0.2453], [-0.0806, 0.4796, -0.4277], [-0.1099, 0.1161, -0.0527], [0.1712, -0.1995, 0.0539], [-0.1035, 0.0390, -0.0818], [-0.1283, 0.1357, 0.0075], [0.1182, -0.1254, -0.0229], [0.0835, -0.1255, 0.2092], [-0.0341, -0.1862, -0.0830], [-0.0057, 0.2650, -0.0237], [-0.0999, 0.1576, -0.1381], [0.0785, -0.1775, -0.0009], [0.2043, -0.2827, 0.2071], [0.0026, 0.0314, -0.0205], [-0.1131, 0.0000, -0.0300], [0.0686, -0.1634, -0.0941], [0.1005, -0.0169, 0.0103], [-0.0764, 0.0220, -0.0208], [0.0024, -0.0286, 0.0187], [0.1082, -0.0311, 0.0136], [-0.0474, 0.0477, 0.1381], [0.0144, 0.1994, -0.1142], [-0.8506, -0.1172, 0.2754], [0.5329, -0.0328, -0.0285], [0.0094, -0.4280, -0.1941], [-0.0250, 0.4209, 0.0166], [-0.0456, 0.1967, 0.0588], [0.0253, -0.0739, -0.0724], [0.0011, -0.0317, -0.0033], [0.0095, 0.0046, 0.0165], [0.0319, 0.0069, 0.1053], [-0.1636, -0.0541, -0.0192], [0.0560, -0.0953, -0.0267], [0.0513, 0.0518, -0.0861], [-0.0971, -0.0213, 0.0453], [-0.0132, -0.0347, 0.1052], [-0.0644, -0.0533, -0.0097], [0.0382, 0.0725, -0.0841], [0.0054, -0.0231, 0.0332], [0.0339, 0.0696, 0.0526], [0.0237, -0.0011, 0.1773], [0.1338, -0.0352, -0.0368], [-0.1032, -0.0113, -0.0793], [-0.0194, -0.0183, 0.0153], [0.0029, 0.0047, 0.0189], [-0.0140, -0.0268, -0.0087], [-0.0016, 0.0177, -0.0235], [0.0195, -0.0023, 0.0242], [0.0189, 0.0162, 0.0277], [0.0505, -0.0337, -0.0179], [-0.0094, -0.0603, -0.0204], [0.0074, 0.1253, 0.1088], [0.0510, -0.0208, 0.0112], [0.0127, 0.0041, 0.0552], [-0.0025, 0.0309, 0.0221], [0.0105, 0.0214, -0.0097], [0.0258, 0.0432, 0.0065], [0.0195, -0.0059, -0.0150], [-0.0363, -0.0226, -0.0071], [-0.0078, -0.0012, -0.0941], [-0.0422, 0.0087, -0.0333], [-0.0096, 0.0270, 0.0363], [0.0206, -0.0099, 0.0045], [0.0737, 0.0741, 0.0139], [0.0111, 0.0333, 0.0397], [0.0809, 0.0456, -0.1309], [0.0465, -0.0059, -0.0464], [0.0247, -0.0234, 0.0132], [0.0174, 0.0217, 0.0034], [-0.0060, -0.0277, -0.0529], [0.0187, -0.0399, -0.0260]], "mulliken_charge": [0.724, -0.378, 0.203, -0.364, -0.435, -0.550, 0.471, -0.640, 0.324, -0.683, 0.048, 0.436, -0.100, 0.754, -0.913, -0.671, 0.460, 0.523, 0.132, -1.556, 0.757, -1.175, 1.268, -1.151, -0.616, 0.704, -0.083, 0.070, -0.653, -0.154, 0.027, -0.733, -0.374, -0.612, -0.348, 1.062, 0.728, -1.905, -1.076, 0.901, -1.708, -0.883, 0.662, -1.100, 1.262, -1.263, -0.981, 0.345, 0.337, 0.339, 0.253, 0.336, 0.041, 0.325, 0.612, 0.414, 0.382, 0.386, 0.475, -0.025, 0.557, 0.471, 0.268, 0.368, 0.381, 0.327, 0.356, 0.444, -0.176, 0.232, 0.207, 0.161, 0.401, 0.368]}